DFT (ωB97M-V with the def2-TZVPD basis set) results for a cluster of 2 separate species, C8H15INO in total.

Calculated values
- Energy relative to the best compared isomer or geometry (same formula, charge and spin): 408.3 kJ/mol
- Charge: +1
- Largest force on an atom: 4.5 eV Å⁻¹
- HOMO (spin up / spin down): -9.20 / -13.10 eV
- Orbital gap (spin up / spin down): 6.28 / 6.98 eV
- 2S+1: 3

CARTESIAN COORDINATES (ANGSTROEM)
C: 2.447 -0.468 -2.475
C: 2.125 -0.726 -1.202
C: 0.543 1.315 -0.629
C: 1.193 -0.022 -0.316
C: -0.289 0.082 -0.859
C: -0.084 0.569 3.039
C: -1.593 0.143 2.698
C: -1.952 -0.479 0.407
N: -0.602 -0.357 -2.194
O: -1.375 -0.748 1.533
I: -2.826 -2.121 -0.675
H: 3.097 -1.217 -2.966
H: 2.103 0.389 -3.128
H: 2.619 -1.548 -0.522
H: 0.105 1.958 0.202
H: 0.732 1.843 -1.488
H: 1.665 -0.078 0.707
H: -0.090 1.226 3.954
H: 0.534 -0.309 3.177
H: 0.262 1.188 2.190
H: -2.039 1.036 2.308
H: -2.093 -0.463 3.481
H: -2.522 0.390 0.381
H: 0.293 -0.681 -2.578
H: -1.032 0.266 -2.844
H: -1.219 -1.186 -2.202

Forces on the atoms, in the same order (eV/Å):
0.163 -0.691 -0.741
1.250 -0.805 1.092
-2.683 -0.928 1.683
-0.226 0.979 0.144
4.111 1.798 0.734
-2.044 0.785 0.567
3.283 -0.461 -0.155
-1.569 -2.057 1.179
0.642 -1.510 0.021
-0.053 -0.275 0.783
-0.532 -0.510 0.246
-0.254 0.834 0.160
0.311 -0.949 1.097
-0.761 1.171 -2.266
1.163 -0.884 -0.858
0.910 1.440 -1.917
-1.942 -0.349 -0.626
0.139 -0.780 -0.836
0.115 -0.029 0.096
0.004 -0.417 0.504
-1.063 0.233 0.302
0.109 0.726 -0.599
-1.289 1.659 -0.181
0.540 -0.181 -0.605
-0.252 1.292 -0.290
-0.074 -0.092 0.463



DFT (ωB97M-V with the def2-TZVPD basis set) results for a structure of composition C27H29Br2N5O4RuS.

Calculated values
- Energy relative to the best compared isomer or geometry (same formula, charge and spin): 0.0 kJ/mol
- Charge: +2
- Largest force on an atom: 0.6 eV Å⁻¹
- HOMO (spin up / spin down): -13.83 / -13.96 eV
- Orbital gap (spin up / spin down): 7.56 / 5.62 eV
- 2S+1: 5

CARTESIAN COORDINATES (ANGSTROEM)
Ru: -1.026 -0.125 0.512
C: 6.492 2.411 1.055
C: 5.169 1.775 1.353
C: 3.973 2.410 1.020
C: 2.750 1.835 1.317
C: 2.726 0.601 1.956
C: 3.905 -0.049 2.315
C: 5.115 0.540 2.002
S: 1.206 -0.136 2.363
O: 0.175 0.901 2.409
O: 1.380 -1.051 3.440
N: 0.662 -0.930 1.007
C: 0.765 -2.293 0.692
C: 1.757 -3.169 1.104
C: 1.665 -4.474 0.646
C: 0.609 -4.846 -0.177
C: -0.340 -3.893 -0.511
N: -0.265 -2.634 -0.083
H: 6.375 3.344 0.509
H: 7.119 1.740 0.467
H: 7.026 2.624 1.982
H: 4.003 3.380 0.542
H: 1.827 2.349 1.090
H: 3.869 -0.982 2.858
H: 6.036 0.047 2.284
H: 2.553 -2.850 1.758
H: 2.412 -5.199 0.937
H: 0.514 -5.857 -0.546
H: -1.194 -4.146 -1.127
C: -2.567 2.650 -1.084
C: -3.398 1.994 -0.031
C: -4.667 2.527 0.263
C: -5.460 1.979 1.231
C: -4.974 0.879 1.960
C: -5.680 0.234 3.036
Br: -7.373 0.814 3.509
C: -5.119 -0.821 3.738
C: -3.851 -1.287 3.427
Br: -3.074 -2.671 4.367
C: -3.110 -0.687 2.362
O: -1.942 -1.071 2.062
C: -3.708 0.399 1.619
N: -2.940 0.924 0.621
H: -2.830 3.704 -1.150
H: -2.770 2.203 -2.061
H: -1.502 2.559 -0.884
H: -5.001 3.392 -0.292
H: -6.433 2.394 1.451
H: -5.674 -1.281 4.544
C: -0.122 -1.680 -3.848
N: -0.710 -0.681 -2.953
C: -2.059 -0.972 -2.503
C: 0.039 0.245 -2.324
O: -0.241 0.679 -1.146
N: 1.096 0.779 -2.938
C: 2.091 1.513 -2.163
C: 1.193 0.935 -4.385
H: -0.285 -2.670 -3.420
H: 0.947 -1.525 -3.943
H: -0.584 -1.635 -4.834
H: -2.530 -1.611 -3.248
H: -2.655 -0.064 -2.422
H: -2.075 -1.532 -1.554
H: 2.136 1.129 -1.149
H: 1.856 2.579 -2.137
H: 3.060 1.377 -2.640
H: 0.265 0.640 -4.865
H: 2.018 0.349 -4.789
H: 1.376 1.988 -4.600

Forces on the atoms, in the same order (eV/Å):
0.534 0.287 0.208
0.014 0.016 -0.030
-0.026 -0.012 0.013
-0.002 -0.017 0.007
-0.008 0.030 0.021
0.075 -0.029 0.058
0.019 0.048 -0.041
-0.064 -0.018 0.005
-0.072 -0.013 -0.034
0.016 -0.014 -0.019
-0.029 0.007 -0.017
0.045 -0.260 -0.108
-0.053 0.254 0.171
-0.072 -0.058 -0.102
-0.018 0.013 0.006
-0.003 0.022 0.006
0.011 -0.052 0.085
-0.031 -0.109 -0.149
0.003 0.012 -0.008
0.018 -0.005 0.000
0.019 0.003 0.016
-0.001 0.033 -0.011
-0.030 -0.001 0.000
-0.006 -0.043 0.023
0.022 -0.014 0.012
0.027 0.026 0.031
0.003 -0.010 -0.010
0.005 -0.017 -0.001
-0.001 -0.010 -0.015
0.044 0.047 -0.055
-0.063 0.072 -0.007
0.043 -0.009 0.008
0.070 -0.042 0.007
0.076 -0.005 -0.045
0.099 -0.036 -0.019
-0.045 0.007 0.020
0.100 -0.041 -0.014
-0.168 0.112 -0.003
0.018 -0.039 0.033
0.068 -0.034 -0.015
-0.082 -0.043 0.023
-0.092 0.038 0.045
-0.251 -0.156 -0.060
0.006 -0.008 -0.019
0.011 0.006 0.009
-0.061 0.013 0.014
-0.002 0.005 -0.015
-0.021 0.000 0.004
0.007 -0.011 0.005
0.045 -0.001 -0.007
0.096 0.075 0.182
-0.160 -0.218 0.206
0.103 -0.007 -0.139
-0.355 0.007 -0.149
0.003 -0.007 0.089
0.002 0.008 0.028
-0.014 -0.037 -0.085
-0.016 0.001 -0.015
-0.008 -0.023 0.018
0.017 -0.018 -0.006
-0.013 0.083 -0.040
0.044 0.006 0.072
0.053 0.155 -0.145
0.010 -0.005 -0.040
0.004 0.008 0.013
0.004 0.006 0.013
0.033 0.028 0.008
-0.006 0.005 -0.025
0.007 -0.011 -0.012



DFT (ωB97M-V with the def2-TZVPD basis set) results for a structure of composition C20H7F4N6O3S2W.

Calculated values
- Charge: +3
- Largest force on an atom: 1.6 eV Å⁻¹
- HOMO: -18.66 eV
- Orbital gap: 5.66 eV

CARTESIAN COORDINATES (ANGSTROEM)
W: 0.257 1.051 -2.463
C: 1.365 5.008 -1.510
C: 1.244 4.075 -2.683
C: 1.727 4.615 -4.001
O: 1.909 2.718 -2.381
C: -0.061 3.287 -2.739
O: -0.549 2.815 -1.673
O: -0.232 2.480 -3.764
H: 2.410 5.291 -1.383
H: 0.993 4.573 -0.585
H: 0.807 5.919 -1.728
H: 2.767 4.927 -3.901
H: 1.144 5.502 -4.253
H: 1.641 3.894 -4.810
H: 2.860 2.812 -2.206
S: -1.342 -0.345 -3.214
C: -0.266 -1.679 -3.005
C: -0.858 -2.893 -2.553
N: -1.320 -3.870 -2.160
C: 1.111 -1.577 -3.205
S: 1.864 -0.107 -3.644
C: 1.952 -2.711 -2.998
N: 2.654 -3.603 -2.817
F: 0.366 -0.369 4.629
C: -0.350 -1.214 3.926
C: -1.014 -2.230 4.586
F: -0.898 -2.299 5.876
C: -1.804 -3.196 3.881
C: -1.868 -3.057 2.453
C: -1.204 -2.036 1.831
F: -1.270 -1.911 0.503
C: -0.439 -1.098 2.536
C: 0.246 -0.031 1.813
C: 0.261 0.123 0.486
N: 0.441 0.358 -0.682
C: 0.983 1.037 2.429
N: 1.556 1.960 2.800
F: -2.564 -3.890 1.733
C: -2.478 -4.221 4.556
C: -2.484 -4.353 5.966
N: -2.544 -4.455 7.113
C: -3.219 -5.225 3.882
N: -3.796 -6.074 3.358

Forces on the atoms, in the same order (eV/Å):
0.179 -1.590 0.214
0.046 -0.054 0.019
0.032 0.039 -0.059
0.028 -0.042 0.029
-0.012 0.287 0.052
-0.176 -0.102 -0.370
-0.129 0.216 0.285
0.170 0.279 0.140
-0.004 0.024 0.001
-0.006 -0.013 -0.012
-0.005 0.007 0.012
-0.004 0.018 -0.017
0.007 0.008 -0.012
-0.010 -0.003 0.013
0.003 -0.079 -0.012
-0.586 0.556 -0.348
0.361 -0.010 0.136
0.164 -0.019 0.024
-0.061 0.007 0.055
-0.255 -0.271 0.168
0.303 0.521 -0.335
-0.054 0.092 -0.007
0.019 -0.057 0.037
0.004 0.023 -0.033
-0.060 -0.103 0.110
0.003 0.032 -0.054
-0.012 -0.009 0.007
0.029 0.033 0.005
0.046 0.056 0.024
-0.040 -0.090 0.029
-0.001 0.013 -0.020
0.097 0.122 -0.040
-0.012 0.052 -0.034
0.173 -0.052 -0.054
-0.168 0.143 0.000
-0.111 0.001 0.050
0.075 0.017 0.014
-0.022 -0.032 -0.001
-0.044 -0.076 -0.009
0.025 0.118 -0.035
-0.009 -0.076 0.035
0.074 0.046 -0.031
-0.056 -0.031 0.023



DFT (ωB97M-V with the def2-TZVPD basis set) results for the molecule C3H5NO2S.

Calculated values
- Energy relative to the best compared isomer or geometry (same formula, charge and spin): 116.0 kJ/mol
- Largest force on an atom: 3.2 eV Å⁻¹
- HOMO: -9.39 eV
- Orbital gap: 9.95 eV

CARTESIAN COORDINATES (ANGSTROEM)
N: 1.057 -1.007 0.238
C: 0.046 0.052 -0.194
C: -0.701 0.699 0.950
O: -1.790 1.120 0.975
O: -0.001 0.625 2.152
C: -0.636 -0.055 -1.489
S: 0.664 1.305 -1.357
H: 1.609 -1.419 -0.542
H: 0.882 -1.707 0.943
H: 0.954 0.884 2.013
H: -0.517 -0.841 -2.224
H: -1.567 0.344 -1.464

Forces on the atoms, in the same order (eV/Å):
0.194 1.374 -1.589
1.889 -2.474 0.547
2.228 -1.407 1.852
-1.948 0.604 -0.851
1.147 0.987 -0.808
2.217 0.329 0.137
-0.458 -0.804 -0.358
-0.939 0.780 0.783
-0.833 0.360 0.029
-1.282 -0.840 0.044
0.574 -0.105 0.376
-2.790 1.195 -0.161